C43H59CaN4O2Si2 | ωB97M-V/def2-TZVPD

Computed properties:
Orbital gap = 7.08 eV
HOMO energy = -4.5 eV
F_max = 0.49 eV/Å
Energy above the lowest of the compared OMol25 structures with the same formula, charge and spin = 269.8 kJ/mol

Structure (ORCA input):
```
! RIJCOSX wB97M-V def2-TZVPD def2/J DEFGRID3
* xyz -1 1
Ca -0.85939 -1.23860 -0.15603
C 0.20112 6.06887 0.35486
C 0.96252 4.87223 0.92345
C 1.46309 5.16400 2.34056
C 2.12729 4.45409 0.04202
C 3.05305 5.44001 -0.26044
C 4.21665 5.14839 -0.94634
C 4.48874 3.82885 -1.22776
C 3.60668 2.78873 -0.91855
C 4.21802 1.39190 -1.06562
C 5.45215 1.28558 -0.15088
C 4.68259 0.99790 -2.47394
C 2.33445 3.11622 -0.38184
N 1.25776 2.18082 -0.13536
C 0.12121 2.55135 -0.76321
O 0.03966 3.38134 -1.67935
C -1.31841 2.16142 -0.27654
C -2.12578 3.29167 -0.11973
C -3.43694 3.15070 0.27477
C -3.94537 1.88120 0.48538
C -3.11417 0.79332 0.29419
N -1.82223 0.93797 -0.08150
C -3.76253 -0.59016 0.59653
O -4.93291 -0.56333 0.98497
N -3.00009 -1.66812 0.41857
C -3.52652 -2.93071 0.79128
C -3.38805 -3.35495 2.12605
C -3.75934 -4.64970 2.46569
C -4.25042 -5.52755 1.51378
C -4.37500 -5.10286 0.20391
C -4.02374 -3.81057 -0.18375
C -4.12918 -3.50355 -1.67438
C -4.75135 -2.17699 -2.10650
C -2.76982 -3.70937 -2.34785
C -2.86768 -2.40847 3.18747
C -4.02918 -1.69236 3.88403
C -1.95636 -3.08125 4.21183
H -0.71880 6.24497 0.92014
H -0.05495 5.89969 -0.69137
H 0.79299 6.98505 0.42096
H 0.27237 4.03817 1.01570
H 2.19841 5.97264 2.33775
H 1.93809 4.28293 2.77551
H 0.63459 5.46256 2.98832
H 2.85944 6.45800 0.05782
H 4.92080 5.92933 -1.20640
H 5.43275 3.57206 -1.69341
H 3.47493 0.66203 -0.76092
H 6.28898 1.84324 -0.57782
H 5.76790 0.24164 -0.06848
H 5.27533 1.66725 0.85145
H 5.12579 1.84071 -3.01034
H 3.88118 0.59897 -3.08434
H 5.44703 0.21972 -2.39692
H -1.70256 4.25879 -0.33383
H -4.06350 4.02377 0.41197
H -4.96149 1.68842 0.79434
H -3.65399 -4.98087 3.49144
H -4.52908 -6.53645 1.79203
H -4.75429 -5.78207 -0.55284
H -4.80772 -4.27599 -2.05392
H -4.06955 -1.33616 -2.00296
H -5.65063 -1.94433 -1.53775
H -5.01379 -2.24669 -3.16603
H -2.03677 -2.99545 -1.95980
H -2.83493 -3.55071 -3.42654
H -2.37679 -4.71060 -2.16407
H -2.27500 -1.63962 2.68532
H -4.61615 -2.41174 4.46379
H -4.69274 -1.21821 3.16219
H -3.65337 -0.93300 4.57439
H -2.51452 -3.75049 4.87101
H -1.48210 -2.32580 4.84090
H -1.16545 -3.66072 3.73207
C 3.01818 0.94838 1.85972
Si 1.48571 0.30583 0.97031
C 1.47856 -1.41172 2.04429
C 0.00937 0.86782 2.09291
C 1.37599 -0.54861 -0.71678
C 1.67105 -2.01648 -0.67783
C 2.98992 -2.50767 -0.59096
C 3.24288 -3.85650 -0.60778
C 2.17728 -4.75473 -0.69679
C 0.90672 -4.23337 -0.76235
N 0.65465 -2.91944 -0.75053
Si 0.91645 -0.11950 -2.47060
C -0.96723 0.05543 -2.84823
C 1.37976 -1.58785 -3.58001
C 1.54889 1.40421 -3.38725
H 2.72033 0.95540 2.91300
H 3.36976 1.94326 1.60350
H 3.85028 0.24771 1.77341
H 1.46624 -1.13605 3.10391
H 2.34920 -2.05477 1.88987
H 0.61121 -2.08835 1.92770
H 0.47331 0.81222 3.08207
H -0.86472 0.20953 2.15671
H -0.36527 1.88053 1.95611
H 3.78765 -1.77808 -0.52948
H 4.26267 -4.22018 -0.55754
H 2.33177 -5.82461 -0.71383
H 0.03599 -4.87830 -0.82776
H -1.71217 -0.61169 -2.39669
H -1.03940 -0.13235 -3.92469
H -1.31314 1.07163 -2.66404
H 0.78073 -2.48341 -3.40633
H 2.43076 -1.86829 -3.47011
H 1.22069 -1.27581 -4.61687
H 2.07660 2.14528 -2.79920
H 0.68548 1.91426 -3.81881
H 2.19090 1.07716 -4.20815
*
```

Atom charges from the Löwdin analysis, given in e for atoms 1 to 5: 1.296, -0.075, -0.371, -0.055, -0.132